(1)
The following is a DFT calculation (ωB97M-V/def2-TZVPD) of a cluster of 9 separate species, C50H117N11O9 in total in a non-equilibrium geometry.

Summary:
HOMO-LUMO gap = 0.3104 Ha
ΔE to the lowest compared entry with this formula, charge and spin = 1.314 eV
SMILES string = CC1(C)CCCC(C)(C)N1O.CC1(C)CCCC(C)(C)N1O.CC1(C)CCCC(C)(C)N1O.CC1(C)CCCC(C)(C)N1O.COC[C@H](C)N.COC[C@H](C)N.COC[C@H](C)N.NC(N)=O.NC(N)=O
Lowest unoccupied orbital energy = 0.01188 hartree
Max |F| = 4.375 eV/A
E = -88559.5791 eV

Atoms and positions in Å:
C -1.307 -6.493 -2.145
C -2.655 -6.324 -2.826
C -3.605 -5.727 -1.760
C -2.393 -5.468 -4.067
C -3.469 -5.481 -5.145
C -3.608 -6.936 -5.511
C -4.082 -7.847 -4.394
C -5.496 -7.489 -3.905
C -3.894 -9.367 -4.916
N -3.123 -7.643 -3.313
O -3.459 -8.527 -2.191
H -1.493 -7.078 -1.239
H -0.545 -6.828 -2.849
H -1.044 -5.488 -1.893
H -4.520 -5.384 -2.243
H -3.797 -6.521 -1.023
H -3.046 -4.885 -1.334
H -2.306 -4.450 -3.696
H -1.430 -5.714 -4.564
H -4.409 -5.110 -4.750
H -3.100 -4.819 -5.928
H -2.613 -7.372 -5.760
H -4.219 -7.137 -6.358
H -6.261 -8.095 -4.315
H -5.659 -6.448 -4.155
H -5.387 -7.613 -2.850
H -4.604 -9.397 -5.761
H -4.146 -10.015 -4.046
H -2.853 -9.486 -5.219
H -2.735 -9.166 -2.251
C 5.735 4.440 7.278
C 4.992 5.013 6.027
C 4.369 6.330 6.482
C 5.970 5.111 4.846
C 5.319 5.373 3.538
C 4.432 4.176 3.242
C 3.305 4.086 4.304
C 2.260 5.201 4.196
C 2.623 2.655 4.119
N 4.022 3.978 5.634
O 3.098 3.716 6.692
H 5.991 3.403 7.047
H 6.575 5.085 7.349
H 5.088 4.414 8.137
H 3.448 6.107 7.057
H 5.003 6.988 7.020
H 3.908 6.773 5.595
H 6.825 5.776 5.127
H 6.409 4.119 4.815
H 4.677 6.237 3.515
H 6.046 5.531 2.763
H 4.907 3.204 3.292
H 3.961 4.442 2.289
H 1.698 5.144 5.126
H 1.589 4.916 3.394
H 2.746 6.162 4.169
H 3.336 1.843 4.029
H 1.934 2.700 3.247
H 2.003 2.517 4.963
H 3.544 2.943 7.113
C 3.899 -1.775 0.124
C 3.867 -2.413 1.523
C 4.839 -3.637 1.535
C 4.413 -1.378 2.498
C 4.293 -1.663 3.943
C 2.855 -1.998 4.217
C 2.277 -3.152 3.424
C 2.805 -4.541 3.786
C 0.732 -3.227 3.682
N 2.541 -2.780 1.980
O 1.925 -3.688 1.074
H 4.853 -1.249 -0.012
H 3.504 -2.523 -0.613
H 3.206 -0.906 0.078
H 5.742 -3.186 1.136
H 4.942 -4.003 2.550
H 4.355 -4.367 0.951
H 5.451 -1.104 2.364
H 3.883 -0.419 2.235
H 4.901 -2.524 4.236
H 4.640 -0.842 4.546
H 2.224 -1.149 4.053
H 2.719 -2.241 5.256
H 2.732 -5.235 2.957
H 2.111 -4.938 4.534
H 3.843 -4.665 4.104
H 0.184 -2.319 3.422
H 0.755 -3.339 4.745
H 0.422 -4.122 3.157
H 2.471 -4.471 1.039
C 1.041 1.533 -0.088
C -0.087 0.677 0.504
C 0.449 0.064 1.800
C -1.318 1.600 0.696
C -2.500 0.797 1.187
C -2.785 -0.292 0.156
C -1.596 -1.314 -0.116
C -1.419 -2.353 1.000
C -1.861 -2.143 -1.421
N -0.459 -0.394 -0.477
O 0.616 -1.304 -0.706
H 0.788 1.698 -1.126
H 1.112 2.525 0.351
H 2.037 1.055 0.018
H 1.064 0.777 2.334
H -0.354 -0.353 2.436
H 1.224 -0.659 1.500
H -1.026 2.416 1.399
H -1.447 2.123 -0.258
H -2.222 0.379 2.190
H -3.451 1.362 1.240
H -3.080 0.207 -0.788
H -3.645 -0.794 0.549
H -0.436 -2.750 0.918
H -2.126 -3.167 0.947
H -1.612 -1.897 1.991
H -2.886 -2.494 -1.353
H -1.126 -3.001 -1.569
H -1.779 -1.414 -2.249
H 1.002 -1.523 0.154
C 1.769 4.630 -1.431
O 2.808 3.691 -1.657
C 3.199 3.507 -3.037
C 4.311 2.421 -2.984
C 4.706 1.948 -4.371
N 3.953 1.286 -2.211
H 2.186 5.651 -1.231
H 1.281 4.298 -0.510
H 1.046 4.701 -2.257
H 2.369 3.037 -3.605
H 3.571 4.436 -3.435
H 5.120 2.889 -2.474
H 4.480 2.751 -5.070
H 3.949 1.220 -4.677
H 5.703 1.474 -4.444
H 3.041 0.934 -2.561
H 3.749 1.648 -1.279
C -1.625 4.573 3.674
O -1.018 5.136 2.472
C -2.063 5.364 1.547
C -1.621 5.272 0.098
C -0.682 6.441 -0.227
N -2.757 5.333 -0.774
H -1.480 3.457 3.703
H -2.643 4.888 3.762
H -1.023 5.024 4.448
H -2.853 4.580 1.592
H -2.425 6.379 1.727
H -1.215 4.223 0.033
H -0.530 6.614 -1.283
H 0.307 6.323 0.161
H -1.096 7.374 0.219
H -3.199 6.215 -0.569
H -3.339 4.598 -0.383
C -7.427 -0.476 -3.161
O -6.090 -0.877 -3.574
C -5.311 0.269 -3.704
C -3.848 -0.062 -3.583
C -3.079 1.246 -3.706
N -3.312 -0.875 -4.685
H -7.324 0.158 -2.260
H -8.028 -1.380 -3.082
H -7.938 0.131 -3.879
H -5.596 0.866 -4.607
H -5.552 1.020 -2.960
H -3.668 -0.542 -2.631
H -2.043 1.249 -3.384
H -3.556 2.036 -3.131
H -3.119 1.620 -4.756
H -3.794 -0.506 -5.488
H -3.666 -1.889 -4.634
N 1.528 -2.010 -3.390
C 1.164 -1.014 -4.316
N 0.082 -0.234 -3.900
O 1.799 -0.723 -5.337
H 2.433 -2.433 -3.597
H 1.056 -2.054 -2.501
H -0.239 -0.288 -2.938
H -0.408 0.326 -4.546
N -5.169 4.293 -1.790
C -5.373 3.054 -1.078
N -6.701 2.687 -0.951
O -4.464 2.458 -0.607
H -5.973 4.813 -2.243
H -4.266 4.656 -2.045
H -7.341 2.792 -1.752
H -6.816 1.789 -0.491


(2)
The following is a DFT calculation (ωB97M-V/def2-TZVPD) of a cluster of 9 separate species, C50H118F6N8O5P in total in a non-equilibrium geometry.

Summary:
HOMO-LUMO gap = 0.3112 Ha
Total charge = +7
Lowest unoccupied orbital energy = -0.50822 hartree
Max |F| = 2.791 eV/A
E = -101444.6342 eV

Atoms and positions in Å:
C 1.854 4.501 2.531
C 3.130 3.775 2.413
O 4.001 4.053 1.665
N 3.342 2.613 3.386
H 2.850 2.761 4.267
H 2.998 1.736 2.976
C 4.826 2.558 3.769
H 1.745 5.278 1.780
H 1.898 4.951 3.531
H 0.962 3.872 2.491
H 5.020 1.571 4.184
H 5.023 3.301 4.535
H 5.388 2.658 2.848
C 1.608 -4.069 -0.603
C 2.767 -4.464 -1.490
O 3.925 -4.427 -1.292
N 2.398 -4.890 -2.923
H 1.377 -4.906 -2.943
H 2.656 -4.233 -3.663
C 2.769 -6.352 -3.190
H 1.494 -4.788 0.208
H 0.665 -4.048 -1.150
H 1.752 -3.074 -0.180
H 3.830 -6.497 -2.993
H 2.362 -6.662 -4.146
H 2.336 -6.954 -2.387
C 1.455 -1.714 5.652
C 1.577 -2.377 7.003
O 1.997 -3.468 7.092
N 1.110 -1.697 8.292
H 0.363 -1.026 8.133
H 0.802 -2.423 8.947
C 2.300 -1.051 8.987
H 1.251 -0.635 5.643
H 0.522 -1.991 5.149
H 2.289 -1.907 4.987
H 1.972 -0.517 9.881
H 2.799 -0.301 8.380
H 2.955 -1.836 9.359
C -3.287 1.892 7.062
C -2.975 2.322 5.668
O -2.982 3.427 5.272
N -2.742 1.187 4.651
H -2.310 0.386 5.104
H -3.579 1.015 4.095
C -1.681 1.548 3.599
H -4.027 1.091 7.053
H -3.586 2.752 7.655
H -2.338 1.523 7.470
H -1.693 0.677 2.946
H -0.673 1.781 3.921
H -2.010 2.376 2.974
C -1.632 0.354 -1.781
N -2.387 -0.627 -2.660
C -1.408 -1.339 -3.530
C -2.985 -1.669 -1.751
C -3.506 0.055 -3.432
C -3.170 0.666 -4.797
O -2.007 1.448 -4.637
H -2.347 0.778 -1.081
H -1.298 1.109 -2.491
H -0.789 -0.111 -1.278
H -1.925 -2.005 -4.221
H -0.731 -1.943 -2.930
H -0.851 -0.609 -4.115
H -3.794 -1.287 -1.131
H -2.204 -1.996 -1.065
H -3.327 -2.471 -2.401
H -4.045 0.731 -2.766
H -4.255 -0.729 -3.571
H -4.029 1.258 -5.119
H -2.964 -0.132 -5.517
H -1.902 2.052 -5.381
C 2.504 7.043 -4.666
C 1.264 6.199 -4.951
C 0.022 6.660 -4.127
C -1.271 5.973 -4.539
N -2.384 6.309 -3.562
C -2.639 7.845 -3.432
C -4.074 8.179 -3.913
C -4.790 6.830 -3.688
C -3.735 5.874 -4.206
C -2.292 5.688 -2.175
C -1.620 4.308 -2.137
C -1.485 3.782 -0.686
H 3.189 6.907 -5.503
H 3.002 6.822 -3.720
H 2.358 8.125 -4.625
H 1.450 5.152 -4.691
H 1.108 6.216 -6.030
H -0.063 7.733 -4.283
H 0.296 6.526 -3.077
H -1.234 4.885 -4.580
H -1.631 6.316 -5.506
H -2.432 8.132 -2.405
H -1.969 8.374 -4.101
H -4.538 9.047 -3.453
H -4.014 8.370 -4.984
H -5.042 6.533 -2.668
H -5.717 6.702 -4.247
H -3.889 4.830 -3.933
H -3.560 6.013 -5.270
H -3.292 5.722 -1.750
H -1.648 6.359 -1.606
H -0.626 4.293 -2.588
H -2.171 3.566 -2.725
H -0.922 2.859 -0.566
H -2.479 3.677 -0.246
H -0.935 4.585 -0.188
C -0.970 -4.289 1.949
C -1.478 -5.518 1.134
C -2.958 -5.451 0.788
C -3.834 -5.801 2.016
N -5.323 -6.030 1.750
C -6.155 -4.743 1.690
C -6.597 -4.431 3.111
C -6.246 -5.674 3.937
C -5.966 -6.732 2.936
C -5.556 -6.867 0.500
C -5.002 -8.272 0.608
C -5.191 -9.059 -0.702
H -1.425 -4.186 2.933
H -1.025 -3.323 1.436
H 0.111 -4.355 2.108
H -1.273 -6.366 1.789
H -0.864 -5.576 0.236
H -3.154 -6.190 0.008
H -3.236 -4.499 0.328
H -3.742 -5.054 2.803
H -3.485 -6.731 2.459
H -7.023 -4.922 1.060
H -5.496 -4.019 1.211
H -7.638 -4.115 3.166
H -6.119 -3.512 3.464
H -7.066 -5.998 4.581
H -5.465 -5.549 4.690
H -6.835 -7.262 2.542
H -5.344 -7.568 3.258
H -5.093 -6.328 -0.332
H -6.601 -6.869 0.189
H -5.631 -8.828 1.314
H -4.034 -8.422 1.088
H -5.310 -10.132 -0.560
H -4.281 -8.915 -1.287
H -6.090 -8.789 -1.257
C 2.964 4.184 -1.581
C 3.105 2.676 -1.645
C 4.511 2.111 -1.462
C 4.595 0.608 -1.543
N 5.956 0.007 -1.190
C 6.267 0.154 0.293
C 5.573 -0.996 1.083
C 5.311 -2.075 0.033
C 5.857 -1.535 -1.262
C 7.195 0.451 -2.051
C 6.917 0.265 -3.520
C 8.121 0.723 -4.368
H 3.260 4.598 -2.547
H 3.567 4.713 -0.841
H 1.951 4.543 -1.380
H 2.710 2.304 -2.598
H 2.413 2.174 -0.957
H 4.960 2.508 -0.548
H 5.153 2.462 -2.277
H 4.372 0.243 -2.546
H 3.887 0.174 -0.838
H 7.352 0.079 0.330
H 5.920 1.073 0.759
H 6.209 -1.307 1.907
H 4.593 -0.652 1.389
H 5.681 -3.072 0.260
H 4.235 -2.198 -0.114
H 6.872 -1.894 -1.430
H 5.252 -1.842 -2.113
H 8.031 -0.103 -1.634
H 7.229 1.497 -1.751
H 6.119 0.945 -3.826
H 6.708 -0.747 -3.867
H 7.946 0.751 -5.441
H 9.080 0.234 -4.184
H 8.432 1.743 -4.114
P 1.364 0.014 1.453
F -0.108 -0.619 1.657
F 1.192 0.431 3.048
F 2.081 -1.330 1.950
F 2.845 0.707 1.416
F 1.449 -0.286 -0.122
F 0.598 1.389 1.113


E of number 1 (C50H117N11O9)?
-88559.5791 eV


Which of these has the highest max |F|?
C50H117N11O9


The lowest HOMO-LUMO gap belongs to which entry?
C50H117N11O9


Which of these has the highest HOMO-LUMO gap?
C50H118F6N8O5P